C5H9NO3S | wB97M-V/def2-TZVPD

For the relative energy (zero: lowest compared OMol25 entry of this formula, charge and spin), the calculation gives 134.6 kcal/mol. The value obtained for the electronic energy is -23793.4474 eV. The lowest unoccupied orbital energy is -0.4 eV.

Geometry (Å):
C1 1.07 -0.48 -1.55
C2 0.42 0.62 0.68
C3 1.34 0.75 -0.49
C4 -1.08 -0.78 -0.03
C5 -2.47 -0.39 0.34
N1 0.94 -0.13 1.74
O1 0.47 0.19 2.83
O2 1.75 -1.06 1.62
O3 1.37 2.01 -1.14
S1 -0.71 -0.74 -1.70
H1 1.56 -0.36 -2.52
H2 1.47 -1.30 -1.10
H3 -0.13 1.46 1.12
H4 2.28 0.55 -0.19
H5 -0.43 -1.59 0.54
H6 -2.56 -0.35 1.41
H7 -3.05 -1.31 -0.08
H8 -2.72 0.54 -0.07
H9 0.50 2.37 -1.40